No. 1
Molecular formula: C13H21BrN2O3S
Method: DFT, wB97M-V/def2-TZVPD

- ΔE to the lowest compared entry with this formula, charge and spin (eV) = 0.0000
- SMILES = CCN(CC)CCNS(=O)(=O)c1ccc(OC)c(Br)c1

Geometry (Å):
C (3.22754, -1.89835, 2.77283)
C (3.23287, -0.37157, 2.78434)
N (2.09654, 0.16897, 2.05109)
C (1.60148, 1.42658, 2.58642)
C (2.51471, 2.64495, 2.41462)
C (2.33721, 0.17384, 0.61967)
C (1.06869, 0.47723, -0.18036)
N (1.27832, 0.20692, -1.58271)
S (0.29277, 0.99506, -2.66128)
O (0.68274, 0.55661, -3.96619)
O (0.32183, 2.38631, -2.33487)
C (-1.34363, 0.35685, -2.30646)
C (-1.77861, -0.78864, -2.93960)
C (-3.02297, -1.31933, -2.64043)
C (-3.83625, -0.70250, -1.69136)
O (-5.05768, -1.12177, -1.31181)
C (-5.60885, -2.27288, -1.90813)
C (-3.36516, 0.46098, -1.06384)
Br (-4.48104, 1.28100, 0.22023)
C (-2.13038, 0.99460, -1.36502)
H (3.99836, -2.27402, 3.44099)
H (2.26090, -2.26315, 3.10866)
H (3.41956, -2.29143, 1.77818)
H (3.15247, -0.03785, 3.82083)
H (4.19248, -0.00468, 2.38534)
H (1.41643, 1.26318, 3.65181)
H (0.63606, 1.63083, 2.11842)
H (3.49582, 2.45439, 2.84384)
H (2.63398, 2.89751, 1.36418)
H (2.07698, 3.50014, 2.92266)
H (2.67282, -0.82880, 0.34300)
H (3.12797, 0.88015, 0.31931)
H (0.23435, -0.10631, 0.23569)
H (0.82264, 1.53834, -0.13368)
H (1.42134, -0.76027, -1.82459)
H (-1.14220, -1.24576, -3.68026)
H (-3.35744, -2.20962, -3.14793)
H (-4.99722, -3.15772, -1.70828)
H (-5.72904, -2.14421, -2.98775)
H (-6.58697, -2.39752, -1.44721)
H (-1.77940, 1.90195, -0.90038)


No. 2
Molecular formula: C39H45BrCdF4N7O4PS2
Method: DFT, wB97M-V/def2-TZVPD

- ΔE to the lowest compared entry with this formula, charge and spin (eV) = 2.6722
- net charge = +2

Geometry (Å):
Cd (-0.05011, 0.50668, -0.26284)
O (2.04096, -0.53382, 0.04803)
S (3.33814, -0.90928, 0.74709)
C (4.69899, -0.04480, -0.14769)
C (4.24469, 1.21006, -0.90437)
C (4.51853, 1.05463, -2.41061)
C (3.55528, 0.10743, -3.12246)
S (1.86881, 0.71839, -3.43637)
O (1.35093, 1.21950, -2.10444)
C (2.20666, 2.14369, -4.44222)
C (2.45286, 3.38651, -3.88282)
C (2.70119, 4.46047, -4.72358)
C (2.69614, 4.28404, -6.10322)
C (2.43931, 3.03409, -6.65137)
C (2.18624, 1.95399, -5.81881)
C (2.38844, -3.48626, -0.05568)
C (1.66372, -3.25185, -1.35897)
C (2.10483, -3.78679, -2.49154)
C (3.21610, -4.74912, -2.50655)
C (3.80660, -5.16580, -1.38675)
C (3.43923, -4.65201, -0.02813)
H (5.13713, -0.76232, -0.84117)
H (5.44120, 0.16731, 0.62431)
H (4.77138, 2.08967, -0.52962)
H (3.18145, 1.36863, -0.74738)
H (5.52593, 0.65624, -2.54669)
H (4.51226, 2.02787, -2.89437)
H (3.39251, -0.81421, -2.54962)
H (3.91927, -0.16704, -4.11747)
H (2.43804, 3.51390, -2.80657)
H (2.89648, 5.43944, -4.30226)
H (2.88204, 5.12997, -6.75409)
H (2.42093, 2.90279, -7.72648)
H (1.97370, 0.97306, -6.23442)
H (0.84130, -2.54473, -1.34943)
H (1.61907, -3.56155, -3.43574)
H (3.52988, -5.14690, -3.46519)
H (4.58072, -5.92862, -1.41815)
H (3.20126, -5.47398, 0.64927)
N (1.30993, 1.81296, 2.08851)
N (1.95347, 2.95027, 1.62696)
C (1.49580, 3.61402, 0.54391)
N (2.08618, 4.76669, 0.25452)
N (0.49434, 3.02867, -0.12079)
N (0.00537, 3.63224, -1.26247)
O (0.45903, 4.68802, -1.70284)
O (-0.90404, 3.03180, -1.82716)
H (0.82091, 2.03582, 2.94317)
H (1.98372, 1.08344, 2.27566)
H (2.66239, 3.37951, 2.19200)
H (2.78944, 5.16608, 0.85279)
H (1.74590, 5.27323, -0.54071)
N (-1.22987, -0.55339, -1.94951)
C (-2.47840, 0.02762, -2.52840)
C (-3.73075, -0.33533, -1.72875)
C (-4.15298, 0.58079, -0.56978)
C (-3.26414, 0.57084, 0.66994)
N (-2.01180, 1.35507, 0.47273)
H (-0.49994, -0.46328, -2.65019)
H (-1.36859, -1.54956, -1.81814)
H (-2.60309, -0.35318, -3.54146)
H (-2.35389, 1.10645, -2.60121)
H (-3.62637, -1.35862, -1.34727)
H (-4.55912, -0.35527, -2.43745)
H (-5.14433, 0.25663, -0.25203)
H (-4.26651, 1.61166, -0.92860)
H (-3.01004, -0.46053, 0.92544)
H (-3.81914, 0.98869, 1.50792)
H (-1.80039, 1.89284, 1.30312)
H (-2.16416, 2.03698, -0.26317)
F (-2.27202, -5.68487, 6.38240)
C (-1.77763, -5.15041, 5.28913)
C (-1.38082, -5.94862, 4.23797)
F (-1.47043, -7.25943, 4.33876)
C (-0.87708, -5.38020, 3.08248)
F (-0.46006, -6.23445, 2.15732)
C (-0.75917, -4.00326, 2.90992)
P (-0.25990, -3.21525, 1.29533)
C (1.56145, -3.52467, 1.25742)
C (2.14675, -3.60480, 2.47185)
C (3.55693, -3.72328, 2.85948)
C (4.61559, -3.75447, 2.05354)
C (4.51525, -3.67735, 0.56453)
C (3.63685, -2.52871, -0.02033)
C (-1.09757, -4.38150, 0.14935)
C (-2.44691, -4.11058, -0.07925)
C (-3.19741, -4.89301, -0.94768)
C (-2.59249, -5.94969, -1.61225)
C (-1.25463, -6.24068, -1.37450)
C (-0.51235, -5.46757, -0.49562)
C (-1.11228, -3.23202, 4.02514)
Br (-0.76914, -1.37794, 4.07836)
C (-1.61791, -3.78347, 5.18724)
F (-1.94146, -3.01796, 6.22155)
H (1.48576, -3.59973, 3.32934)
H (3.72727, -3.81262, 3.92883)
H (5.60127, -3.89700, 2.48478)
H (5.49479, -3.74740, 0.09623)
H (3.95953, -2.30242, -1.03229)
H (-2.92408, -3.29486, 0.45822)
H (-4.24702, -4.67831, -1.10550)
H (-3.16953, -6.56017, -2.29615)
H (-0.78653, -7.08441, -1.86964)
H (0.51038, -5.75315, -0.28130)


No. 3
Molecular formula: C78H190AsF6N2O30
Method: DFT, wB97M-V/def2-TZVPD

- net charge = +1

Geometry (Å):
C (6.65614, 5.78715, -4.89316)
C (6.26209, 4.47868, -4.24944)
C (4.74653, 4.41364, -3.82178)
C (4.34203, 5.28514, -2.67088)
N (2.93084, 5.04789, -1.99975)
C (2.73696, 5.95826, -0.77616)
C (1.77784, 5.29846, 0.13180)
C (1.88805, 3.79621, -0.13417)
C (2.88692, 3.64049, -1.30379)
C (1.86869, 5.31750, -3.10432)
H (7.67913, 5.80735, -5.26892)
H (6.71233, 6.55749, -4.12406)
H (6.01058, 6.07268, -5.72372)
H (6.89216, 4.29819, -3.37850)
H (6.46118, 3.68968, -4.97465)
H (4.37062, 3.42389, -3.56256)
H (4.12752, 4.60231, -4.69890)
H (4.38443, 6.31988, -3.01089)
H (5.03365, 5.23700, -1.82978)
H (2.38527, 6.95284, -1.05042)
H (3.70334, 6.06962, -0.28441)
H (0.74438, 5.58113, -0.06859)
H (1.95950, 5.45350, 1.19532)
H (0.97333, 3.35383, -0.52872)
H (2.19125, 3.26304, 0.76689)
H (2.60701, 2.82597, -1.97184)
H (3.90692, 3.49044, -0.94996)
H (2.02249, 4.61559, -3.92394)
H (1.99704, 6.33337, -3.47802)
H (0.84335, 5.33884, -2.73509)
C (6.40076, 1.70081, -1.55344)
C (5.58331, 0.41425, -1.14661)
C (5.81227, 0.19103, 0.37029)
C (5.14818, 1.16345, 1.34239)
N (5.78243, 1.28174, 2.78796)
C (4.94553, 2.28193, 3.63925)
C (5.87029, 2.76828, 4.78161)
C (7.11295, 3.06740, 3.94125)
C (7.13708, 2.00736, 2.81674)
C (5.77182, -0.13548, 3.47067)
H (7.32929, 1.87945, -1.01121)
H (5.79583, 2.60255, -1.45842)
H (6.76084, 1.63170, -2.57992)
H (5.83554, -0.46725, -1.73606)
H (4.53820, 0.68209, -1.30194)
H (6.87901, 0.11563, 0.58122)
H (5.40674, -0.78876, 0.62260)
H (4.08465, 0.99915, 1.51567)
H (5.15398, 2.18260, 0.95587)
H (4.04678, 1.77344, 3.98824)
H (4.54949, 2.99648, 2.91767)
H (5.96726, 1.94576, 5.49025)
H (5.50689, 3.64382, 5.31964)
H (7.99891, 2.92645, 4.56037)
H (7.22693, 4.01157, 3.40867)
H (7.91966, 1.25024, 2.76739)
H (7.29507, 2.45470, 1.83540)
H (4.75208, -0.52022, 3.48560)
H (6.15195, -0.17699, 4.49139)
H (6.43675, -0.67582, 2.79686)
As (-1.56249, 0.36631, -0.64678)
F (-2.74045, -0.05163, 0.60994)
F (-0.40180, -0.78089, 0.07356)
F (-0.25305, 0.75687, -1.82067)
F (-2.70814, 1.46521, -1.50917)
F (-0.86956, 1.69425, 0.37782)
F (-2.09127, -0.96829, -1.74200)
C (6.21931, -1.35178, -4.68915)
O (6.18880, -2.30741, -3.61339)
C (5.12920, -3.27979, -3.76949)
C (3.71865, -2.71931, -3.40259)
O (3.60951, -2.16325, -2.10301)
C (2.34594, -1.66248, -1.73313)
H (5.28977, -0.78389, -4.72871)
H (6.32567, -1.84592, -5.65487)
H (7.06619, -0.70206, -4.46833)
H (5.34937, -4.10386, -3.09087)
H (5.13269, -3.76257, -4.74674)
H (2.97697, -3.50748, -3.53221)
H (3.36517, -1.95891, -4.09897)
H (2.22508, -1.52372, -0.65878)
H (1.58365, -2.39726, -1.99220)
H (2.12125, -0.68096, -2.15054)
C (-6.43774, -6.10742, -1.76048)
O (-5.10634, -5.96283, -1.33266)
C (-4.50194, -4.81331, -1.86639)
C (-3.19128, -4.29318, -1.15484)
O (-2.04175, -5.14191, -1.14320)
C (-0.89089, -4.47247, -0.69297)
H (-7.07394, -5.49365, -1.12280)
H (-6.63343, -7.16808, -1.60297)
H (-6.61719, -5.87976, -2.81122)
H (-5.28858, -4.05901, -1.84825)
H (-4.25300, -5.05027, -2.90079)
H (-3.43990, -4.07308, -0.11665)
H (-3.01946, -3.32159, -1.61809)
H (-0.73912, -4.58947, 0.38005)
H (-0.90511, -3.42437, -0.99193)
H (0.02026, -4.78549, -1.20281)
C (-7.37098, -2.65113, -3.01044)
O (-6.59465, -1.52615, -3.50186)
C (-6.53712, -0.45972, -2.59477)
C (-5.61869, 0.64726, -3.05585)
O (-6.17066, 1.46208, -4.10546)
C (-5.40284, 2.52643, -4.50712)
H (-8.45110, -2.54448, -3.11076)
H (-7.23018, -2.87081, -1.95213)
H (-6.93633, -3.51935, -3.50579)
H (-6.19414, -0.84639, -1.63511)
H (-7.56673, -0.12577, -2.46639)
H (-4.58147, 0.37993, -3.25786)
H (-5.66880, 1.39803, -2.26723)
H (-5.26006, 3.28086, -3.73346)
H (-5.90020, 2.96151, -5.37398)
H (-4.41950, 2.16867, -4.81234)
C (2.65405, -5.52556, -1.41162)
O (3.05977, -6.02858, -2.68350)
C (3.90353, -7.13952, -2.62439)
C (3.89208, -7.84102, -3.97147)
O (4.29479, -6.91442, -4.96716)
C (4.27586, -7.50003, -6.27392)
H (2.06003, -4.63115, -1.59941)
H (3.44894, -5.30991, -0.69766)
H (2.08785, -6.28456, -0.87177)
H (3.63584, -7.85488, -1.84677)
H (4.90260, -6.73517, -2.46172)
H (2.82256, -8.02558, -4.07233)
H (4.44594, -8.77848, -4.02141)
H (3.30475, -7.82270, -6.64932)
H (4.87994, -8.40646, -6.23424)
H (4.65522, -6.68596, -6.89156)
C (-2.76136, 6.42503, -2.79170)
O (-1.66519, 5.56896, -2.89290)
C (-2.01536, 4.23219, -2.97901)
C (-1.58231, 3.51975, -4.27965)
O (-1.94682, 4.09032, -5.54079)
C (-1.17272, 5.19087, -6.03854)
H (-3.26832, 6.52689, -1.83215)
H (-3.54735, 6.24652, -3.52550)
H (-2.33417, 7.39619, -3.04162)
H (-3.05560, 4.02648, -2.72665)
H (-1.47119, 3.81304, -2.13267)
H (-2.14680, 2.59396, -4.39089)
H (-0.51433, 3.30893, -4.22432)
H (-0.12117, 4.93036, -6.15882)
H (-1.17646, 6.06735, -5.39056)
H (-1.45490, 5.57747, -7.01783)
C (-0.55505, -3.04312, 2.90292)
O (-0.01725, -4.36179, 3.19763)
C (-1.07899, -5.24372, 3.50903)
C (-0.69587, -6.68021, 3.95385)
O (0.12393, -6.63932, 5.11352)
C (-0.43476, -6.08580, 6.25507)
H (-0.96224, -2.71484, 3.85923)
H (-1.19485, -3.02216, 2.02069)
H (0.26221, -2.36320, 2.66229)
H (-1.74072, -5.39182, 2.65564)
H (-1.79465, -4.78298, 4.18994)
H (-0.16829, -7.13754, 3.11683)
H (-1.57118, -7.26144, 4.24386)
H (-0.68302, -5.03616, 6.09788)
H (0.24484, -6.05082, 7.10655)
H (-1.32311, -6.62201, 6.58886)
C (0.52593, 2.78249, 5.94546)
O (0.06834, 3.90116, 6.78184)
C (-1.36124, 3.97254, 6.87840)
C (-1.78784, 5.28641, 7.57086)
O (-1.29441, 5.59568, 8.86583)
C (0.04221, 6.02986, 8.94569)
H (1.59887, 2.64039, 6.07476)
H (0.23580, 2.95652, 4.90930)
H (0.07969, 1.88967, 6.38346)
H (-1.71135, 3.13949, 7.48794)
H (-1.80806, 3.91854, 5.88566)
H (-2.86051, 5.21097, 7.74917)
H (-1.79612, 6.22315, 7.01360)
H (0.73532, 5.19712, 8.82626)
H (0.23173, 6.50955, 9.90593)
H (0.39918, 6.69261, 8.15738)
C (-7.47383, -7.08628, 3.61596)
O (-6.55307, -6.05493, 3.26066)
C (-7.06438, -5.34246, 2.09818)
C (-6.06628, -4.32332, 1.54343)
O (-5.68188, -3.24479, 2.36238)
C (-4.88379, -2.24514, 1.79493)
H (-7.48497, -7.75760, 2.75729)
H (-8.51623, -6.82451, 3.79755)
H (-7.07070, -7.66189, 4.44919)
H (-7.91124, -4.79598, 2.51327)
H (-7.44228, -6.04479, 1.35520)
H (-6.53913, -3.97303, 0.62593)
H (-5.19540, -4.89475, 1.22227)
H (-4.81450, -1.43708, 2.52318)
H (-5.15927, -1.69473, 0.89533)
H (-3.83619, -2.54355, 1.75527)
C (-6.37801, 1.38213, 1.03370)
O (-7.24211, 2.44663, 0.85416)
C (-8.53548, 2.16265, 0.36891)
C (-9.48326, 1.41657, 1.32734)
O (-10.28879, 0.55017, 0.58952)
C (-11.50748, 0.12459, 1.15528)
H (-6.58702, 0.65159, 1.81519)
H (-5.42325, 1.82638, 1.31509)
H (-6.15745, 0.81294, 0.13067)
H (-8.43731, 1.63950, -0.58228)
H (-9.01827, 3.08765, 0.05364)
H (-10.09025, 2.14843, 1.86029)
H (-9.00584, 0.91514, 2.16921)
H (-12.21959, 0.90972, 1.40939)
H (-11.37762, -0.43270, 2.08300)
H (-12.04710, -0.52882, 0.46973)
C (-5.30722, 5.32601, 0.38964)
O (-4.15841, 5.57353, 1.18575)
C (-3.12304, 4.67930, 0.71888)
C (-1.77832, 5.21853, 1.24120)
O (-1.75525, 5.18887, 2.66914)
C (-0.56244, 5.68988, 3.27149)
H (-5.17708, 5.58826, -0.66031)
H (-6.08881, 5.97589, 0.78318)
H (-5.72126, 4.31867, 0.43358)
H (-3.10369, 4.55613, -0.36396)
H (-3.28858, 3.72401, 1.21699)
H (-1.65060, 6.25260, 0.92108)
H (-1.00537, 4.55161, 0.85929)
H (-0.69834, 5.68021, 4.35295)
H (-0.40504, 6.73322, 2.99806)
H (0.31694, 5.10431, 3.00335)
C (2.03077, 1.14987, -4.64753)
O (2.46458, 2.40742, -5.04283)
C (2.43158, 2.68701, -6.48786)
C (3.38095, 1.79741, -7.35647)
O (4.70610, 1.94962, -6.92287)
C (5.61172, 1.11391, -7.68372)
H (2.54994, 0.29642, -5.08363)
H (0.97837, 1.03399, -4.90664)
H (2.23848, 0.93606, -3.59908)
H (2.55606, 3.74124, -6.73524)
H (1.42181, 2.50657, -6.85652)
H (3.23031, 2.15239, -8.37597)
H (3.08544, 0.74844, -7.33572)
H (5.53080, 0.04036, -7.51331)
H (6.61018, 1.32913, -7.30311)
H (5.48747, 1.48180, -8.70221)
C (4.23703, -0.98396, 6.75985)
O (3.56153, -0.20665, 5.71593)
C (2.34603, -0.87067, 5.43790)
C (1.58885, 0.01038, 4.41666)
O (2.06120, -0.15754, 3.08473)
C (1.34986, 0.57464, 2.13512)
H (3.85259, -0.74668, 7.75182)
H (5.28548, -0.70491, 6.65504)
H (4.16908, -2.06407, 6.63011)
H (1.67185, -1.04024, 6.27744)
H (2.52072, -1.85886, 5.01238)
H (1.72418, 1.05665, 4.69071)
H (0.51666, -0.16556, 4.50366)
H (1.61713, 0.11931, 1.18152)
H (1.74751, 1.58839, 2.08734)
H (0.27212, 0.41964, 2.18571)
C (6.00576, -4.09312, 2.99019)
O (5.07417, -3.10526, 3.30804)
C (3.95849, -3.15527, 2.43602)
C (3.12943, -4.38538, 2.73615)
O (3.72442, -5.58407, 2.13997)
C (3.02804, -6.79277, 2.36412)
H (5.83710, -4.96688, 3.61964)
H (7.01746, -3.79110, 3.26102)
H (6.04606, -4.42542, 1.95286)
H (4.26801, -3.14778, 1.39092)
H (3.41601, -2.21533, 2.53771)
H (2.18111, -4.10741, 2.27623)
H (2.97596, -4.47820, 3.81129)
H (2.01864, -6.63177, 1.98559)
H (2.95347, -6.95800, 3.43894)
H (3.50552, -7.62863, 1.85280)
C (-4.96571, 4.54445, 5.97540)
O (-4.64085, 3.19391, 5.64854)
C (-4.07164, 3.12147, 4.38185)
C (-3.62619, 1.66162, 4.06742)
O (-2.62328, 1.20679, 5.02270)
C (-2.33969, -0.20342, 4.91342)
H (-5.76964, 4.88434, 5.32250)
H (-4.10938, 5.20326, 5.83126)
H (-5.31005, 4.57984, 7.00897)
H (-3.21333, 3.78412, 4.27100)
H (-4.79925, 3.48805, 3.65776)
H (-3.15965, 1.53295, 3.09075)
H (-4.54979, 1.08953, 4.15562)
H (-2.06832, -0.51802, 3.90570)
H (-3.20773, -0.76895, 5.25224)
H (-1.50882, -0.53959, 5.53370)
C (1.76973, -4.37633, -6.25853)
O (0.97538, -3.34591, -5.70408)
C (0.08155, -3.85206, -4.70082)
C (-0.71167, -2.66133, -4.12935)
O (-1.64239, -2.09058, -5.04828)
C (-2.39022, -0.96250, -4.61056)
H (1.27572, -5.15505, -6.83961)
H (2.36796, -4.76341, -5.43367)
H (2.46946, -3.95955, -6.98294)
H (0.50035, -4.37620, -3.84176)
H (-0.62713, -4.57856, -5.09838)
H (0.01637, -1.90746, -3.82979)
H (-1.29780, -2.92950, -3.25035)
H (-1.85008, -0.10993, -4.19890)
H (-3.12834, -1.22236, -3.85177)
H (-2.92031, -0.62722, -5.50202)


Number 1: orbital gap 9.095 eV, energy -103821.18503 eV. Number 2: orbital gap 7.759 eV, energy -176211.47972 eV. Number 3: orbital gap 7.770 eV, energy -225490.86603 eV.